No. 1
{"formula": "C7H28BaFO7", "method": "ωB97M-V/def2-TZVPD", "spin_multiplicity": 2, "charge": 2, "relative_energy_kj_mol": 22.54, "symbols": ["Ba", "F", "C", "O", "H", "H", "H", "H", "C", "O", "H", "H", "H", "H", "C", "O", "H", "H", "H", "H", "C", "O", "H", "H", "H", "H", "C", "O", "H", "H", "H", "H", "C", "O", "H", "H", "H", "H", "C", "O", "H", "H", "H", "H"], "coordinates": [[-1.73574, -1.70748, 1.86006], [-0.46157, -0.07403, 0.03328], [0.44585, 1.50090, -3.07796], [-0.64760, 1.62218, -2.17939], [0.86944, 2.48409, -3.28293], [1.23448, 0.87253, -2.66405], [0.25354, 0.97394, -4.01253], [-0.39211, 1.08846, -1.42343], [-0.19491, -2.20123, -2.63201], [0.76369, -1.44209, -1.93539], [-1.03786, -1.53927, -2.83035], [0.11859, -2.48454, -3.63677], [-0.48506, -3.14317, -2.16653], [0.23412, -0.92756, -1.32187], [2.68620, 1.22777, -0.02427], [1.86396, 0.85643, 1.07523], [2.89063, 0.35858, -0.64941], [2.20537, 1.95189, -0.68196], [3.65623, 1.63885, 0.25529], [1.07647, 0.47353, 0.68171], [-0.27377, 3.40297, 0.76307], [-1.22032, 2.39853, 0.97322], [0.70425, 3.11465, 1.14838], [-0.10543, 3.51484, -0.30802], [-0.63662, 4.33291, 1.20086], [-0.87601, 1.62080, 0.52802], [0.07822, 1.16022, 4.02771], [0.13904, 0.12109, 3.09607], [-0.80818, 1.07347, 4.65611], [1.04710, 1.27588, 4.51351], [-0.04953, 2.03194, 3.38593], [0.87638, 0.29516, 2.50647], [-3.89757, -1.86033, -1.62388], [-2.96924, -1.57067, -0.63490], [-4.67870, -1.10261, -1.68551], [-3.40582, -1.92077, -2.59477], [-4.43217, -2.77160, -1.35575], [-2.53941, -0.73213, -0.81845], [1.73304, -2.60940, 1.45819], [0.82362, -2.67035, 2.54874], [1.18860, -2.46400, 0.52516], [2.50794, -1.86070, 1.62272], [2.15884, -3.59935, 1.29450], [1.29213, -2.71043, 3.38569]], "atomic_forces_ev_per_a": [[1.212, 0.397, -0.339], [-0.782, 0.224, 0.595], [1.274, -0.369, 0.058], [0.294, 0.441, -0.466], [-0.299, 0.189, -0.249], [-0.029, 0.132, 0.358], [-0.882, 0.341, -0.222], [-0.212, -0.594, 0.562], [-0.462, 0.086, -1.225], [0.393, -0.344, 0.075], [-0.582, -0.310, 0.136], [0.621, 0.113, 0.107], [-0.128, 0.106, 0.446], [0.276, 0.088, 0.455], [0.572, -0.292, -0.877], [0.260, 0.614, 0.349], [0.046, -0.178, 0.013], [-0.205, 0.279, 0.115], [-0.299, -0.043, 0.555], [-0.407, -0.401, -0.396], [-1.427, 0.399, 0.986], [0.395, 1.457, 0.199], [0.545, -0.372, 0.124], [0.143, -0.111, -1.081], [0.091, -0.171, -0.061], [0.217, -1.616, -0.379], [0.195, 1.668, -0.728], [-1.072, -2.199, -0.538], [0.444, -0.194, 0.247], [-0.381, -0.136, 0.629], [-0.166, 0.719, 0.638], [0.569, 0.033, -0.085], [-1.655, -0.197, -1.308], [1.376, 0.323, 2.231], [0.090, 0.238, 0.019], [-0.134, -0.337, 0.002], [0.407, -0.154, -0.182], [0.168, 0.230, -0.424], [0.574, -0.946, -0.473], [-1.286, 0.219, -0.023], [-0.187, 0.642, 0.054], [-0.133, 0.004, -0.214], [0.431, 0.050, 0.259], [0.136, -0.030, 0.060]]}

No. 2
{"formula": "C7H28F2N15O11S2Sn", "method": "ωB97M-V/def2-TZVPD", "total_energy_ha": -3142.810866, "charge": 1, "symbols": ["Sn", "N", "S", "O", "O", "F", "S", "O", "O", "F", "C", "O", "N", "N", "H", "H", "H", "H", "C", "O", "N", "N", "H", "H", "H", "H", "C", "O", "N", "N", "H", "H", "H", "H", "C", "O", "N", "N", "H", "H", "H", "H", "C", "O", "N", "N", "H", "H", "H", "H", "C", "O", "N", "N", "H", "H", "H", "H", "C", "O", "N", "N", "H", "H", "H", "H"], "coordinates": [[11.60210, 4.99142, -0.24873], [8.89384, 6.11479, -0.42476], [7.98169, 6.27091, -1.63350], [8.24158, 7.32981, -2.59182], [6.62206, 5.79969, -1.62867], [8.70353, 5.03732, -2.42229], [8.07038, 7.24439, 0.48711], [7.04482, 6.73136, 1.33446], [7.99982, 8.55466, -0.05756], [9.36164, 7.43217, 1.45493], [3.93302, 6.56796, 2.67066], [3.74802, 6.03736, 3.77603], [3.99810, 7.93439, 2.56120], [4.01888, 5.86997, 1.55398], [3.80114, 8.38438, 3.43911], [4.29234, 8.52086, 1.80288], [4.01643, 4.86628, 1.57377], [4.38265, 6.31787, 0.72848], [9.29970, 12.52154, 0.69228], [8.25506, 13.17750, 0.70053], [9.30970, 11.16473, 0.71167], [10.44037, 13.10361, 0.24330], [10.23204, 10.88338, 1.00284], [8.39215, 10.80843, 0.93065], [10.29031, 14.05529, -0.04619], [11.24589, 12.56234, -0.00527], [7.75444, 7.94983, -6.14425], [8.03965, 7.59974, -7.27696], [7.14331, 7.17846, -5.21566], [8.29557, 9.09638, -5.56153], [7.17455, 7.47857, -4.25554], [6.98892, 6.25694, -5.59284], [8.77360, 9.60379, -6.29472], [7.74658, 9.65845, -4.93171], [13.00852, 7.47113, 1.98950], [12.76033, 6.23130, 1.94576], [14.07237, 7.94802, 2.58868], [12.12698, 8.38006, 1.47662], [14.30817, 8.92497, 2.61833], [14.74510, 7.30317, 2.97235], [11.19362, 8.12562, 1.20032], [12.35109, 9.32135, 1.75074], [11.40910, 8.67774, -2.71238], [11.39281, 7.48765, -2.37034], [10.31310, 9.44277, -2.78471], [12.54336, 9.34964, -2.98894], [10.36425, 10.44344, -2.73899], [9.41097, 9.01083, -2.64612], [12.56040, 10.23789, -3.45267], [13.34736, 8.74189, -2.99359], [7.82649, 7.64186, 4.74589], [8.86397, 8.11290, 4.28850], [7.45399, 7.79759, 6.05280], [7.02442, 6.78818, 4.07039], [7.87661, 8.51067, 6.61776], [6.66742, 7.28926, 6.41327], [6.11379, 6.50397, 4.39767], [7.28619, 6.45920, 3.15188], [8.98374, 3.73883, 2.40968], [9.86026, 4.51840, 2.76416], [8.43653, 3.86119, 1.16184], [8.38900, 2.77830, 3.14651], [7.85811, 3.16410, 0.72448], [8.49435, 4.76072, 0.70570], [7.64703, 2.24015, 2.73906], [8.67896, 2.54767, 4.08126]], "atomic_forces_ev_per_a": [[-1.000, 1.904, 1.551], [-0.309, 1.915, 2.637], [-1.272, -2.693, -10.082], [-0.029, -0.244, 2.122], [0.702, 0.743, 1.747], [0.151, 0.041, 0.434], [2.903, 2.057, 4.808], [0.427, -0.185, -1.528], [-0.765, -0.610, -0.745], [-0.716, -0.481, -0.121], [-0.387, 0.566, 2.219], [0.269, 0.409, -0.678], [-0.175, 0.054, 0.793], [0.461, -0.636, -2.165], [0.153, 0.146, -0.095], [-0.031, -0.406, -0.272], [0.005, 0.085, 0.252], [-0.156, -0.192, -0.067], [-2.461, 1.462, -2.693], [0.771, -0.582, 0.914], [0.667, 0.727, 0.262], [0.562, 0.346, 0.734], [-0.666, -1.402, 0.387], [0.553, -0.778, 0.570], [0.506, -0.018, -0.008], [0.091, 0.305, -0.193], [1.370, -0.196, 0.779], [-0.495, 0.238, 0.280], [-0.639, -0.024, -1.265], [0.389, 0.505, -1.015], [-0.077, -0.761, -0.107], [-0.387, -0.150, 0.845], [-0.139, 0.394, 0.284], [-0.162, -0.047, -0.104], [-2.662, -0.256, -0.713], [-0.142, -0.609, -1.699], [1.516, 0.038, 0.597], [1.574, -0.134, 0.225], [-0.151, -0.013, 0.036], [-0.099, -0.007, -0.027], [-0.078, 0.007, 0.331], [-0.648, 0.215, -0.272], [-0.682, 0.760, 0.384], [0.375, -0.936, 0.409], [-0.960, -0.130, 0.201], [1.151, -0.850, 0.328], [0.051, 0.020, -0.167], [0.108, -0.083, 0.058], [0.014, -0.082, -0.178], [0.217, 0.487, -0.223], [0.867, -0.540, 0.529], [-0.417, 0.255, -0.121], [-0.202, 0.259, 0.093], [-0.400, -0.601, -0.532], [0.064, -0.031, -0.106], [-0.020, 0.156, 0.091], [-0.006, 0.091, 0.061], [0.001, 0.383, 0.601], [-0.790, 0.228, -0.055], [0.600, -0.188, -0.102], [0.453, -0.325, -1.100], [0.356, -0.281, 0.314], [-0.201, 0.041, 0.246], [-0.083, -0.557, 0.208], [-0.097, 0.020, 0.168], [0.178, 0.172, -0.067]]}